[1]
Computed, not measured: the ion C4H8O2P with charge -1, with ωB97M-V with the def2-TZVPD basis set.

Structure (XYZ):
```
15
Properties=species:S:1:pos:R:3:forces:R:3
O 2.332188 1.494453 -1.250557 -0.21 -0.09 0.26
C -0.263448 0.513092 -0.888904 -1.27 0.89 -3.28
H 1.778715 -0.453818 1.131016 0.48 0.60 0.56
H 0.374375 0.978424 0.871973 -0.84 -0.37 0.82
H -1.033268 0.035007 -1.616650 1.39 0.22 1.19
P 1.558302 0.193016 -1.321028 -1.34 -0.77 -1.09
H 1.337402 0.890610 -3.361152 0.06 -0.03 -0.05
C -0.235190 -1.046828 1.126456 1.23 0.76 2.14
H -0.410484 1.607251 -1.068532 0.25 -0.53 -0.18
C 1.263337 -1.393249 1.005755 -0.90 -0.71 -0.34
H -0.818755 -1.861266 0.767368 -0.75 -0.47 -0.65
O 1.217284 -0.013215 -3.038368 0.49 -0.03 1.13
H -1.437643 0.926648 0.907926 1.33 -1.43 -0.54
C -0.487845 0.338998 0.541906 -0.84 1.91 2.28
H -0.494834 -1.046647 2.305739 0.94 0.08 -2.24
```
Forces are in eV/Å.

The value obtained for the relative energy (zero: lowest compared OMol25 entry of this formula, charge and spin) is 416.1 kJ/mol. The value obtained for the LUMO energy is 3.9 eV. Its net charge is -1. As for the strongest force on any atom: 3.63 eV/Å. Its multiplicity is 1. For the gap between HOMO and LUMO, the calculation gives 0.264 Ha.

---

[2]
Computed, not measured: the molecule C4H8O2S, with ωB97M-V with the def2-TZVPD basis set.

Structure (XYZ):
```
15
Properties=species:S:1:pos:R:3:forces:R:3
H -0.756114 -0.404675 3.078145 -1.03 0.64 0.26
C 1.410958 0.116766 -0.269418 -0.99 -2.85 -2.99
O -2.702936 0.803495 1.531058 2.82 -0.94 0.44
H -2.158827 0.222713 -0.782507 0.74 -1.03 0.76
H -0.091358 -0.259796 -1.762143 0.36 -0.25 -1.76
C -1.316624 -0.169173 -0.140321 1.78 1.44 -1.88
H 2.982850 -1.009166 -1.431138 1.01 -2.22 0.06
S 2.625174 0.178906 -1.659771 -0.36 2.40 -0.23
O -0.652647 -0.241556 2.140079 -0.19 0.47 -1.72
H 1.658651 0.821497 0.436092 0.50 1.27 1.84
C 0.023904 0.383944 -0.945959 -0.40 1.36 3.17
H -1.032938 -1.242411 -0.281868 -1.22 0.64 0.76
C -1.632570 0.259450 1.273601 -1.58 -0.74 0.65
H 0.035322 1.503430 -1.197361 -0.51 -1.70 0.11
H 1.607154 -0.963425 0.011508 -0.93 1.51 0.53
```
Forces are in eV/Å.

The value obtained for the relative energy (zero: lowest compared OMol25 entry of this formula, charge and spin) is 155.0 kJ/mol. The value obtained for the LUMO energy is 0.5 eV. Its net charge is 0. As for the strongest force on any atom: 4.25 eV/Å. Its multiplicity is 1. Its structure (SMILES) is O=C(O)CCCS. For the gap between HOMO and LUMO, the calculation gives 0.354 Ha.

---

[3]
Computed, not measured: the molecule C4H8O2S, with ωB97M-V with the def2-TZVPD basis set.

Structure (XYZ):
```
15
Properties=species:S:1:pos:R:3:forces:R:3
H 0.483515 -1.233494 1.513042 -0.07 -0.29 -2.32
C 0.916581 0.546216 0.390177 -1.59 2.30 -0.45
S -0.597011 0.181880 -2.028188 -0.52 0.36 1.34
C 0.660750 -0.911185 0.391465 -0.81 1.67 4.56
H 1.793965 0.759175 -1.488340 -0.67 0.04 1.32
C -1.810669 -0.040518 0.531796 -2.01 -0.13 1.17
H 2.533014 -1.102237 -0.280547 -3.32 -0.63 0.11
O 1.972680 0.868215 -0.518672 -0.34 0.85 0.41
C -0.465589 -0.160666 -0.249976 0.53 1.56 1.33
H 0.811047 1.323953 1.283153 0.31 -2.02 -2.11
H -1.737060 0.188678 1.699526 0.41 -0.27 -2.53
O 1.559005 -1.488497 -0.346085 4.58 -3.14 -2.16
H -2.541967 0.853575 0.083877 1.92 -2.60 1.08
H -2.390960 -1.115645 0.568938 1.26 2.73 -0.59
H -1.187302 1.330547 -1.550165 0.33 -0.43 -1.17
```
Forces are in eV/Å.

The value obtained for the relative energy (zero: lowest compared OMol25 entry of this formula, charge and spin) is 406.2 kJ/mol. The value obtained for the LUMO energy is 0.7 eV. Its net charge is 0. As for the strongest force on any atom: 5.95 eV/Å. Its multiplicity is 1. Its structure (SMILES) is C[C@@]1(S)[C@H](O)[C@@H]1O. For the gap between HOMO and LUMO, the calculation gives 0.340 Ha.

---

[4]
Computed, not measured: a cluster of 2 separate species, C4H8O3 in total, with ωB97M-V with the def2-TZVPD basis set.

Structure (XYZ):
```
15
Properties=species:S:1:pos:R:3:forces:R:3
H 0.165323 2.146475 0.067900 -0.03 -0.07 -0.26
H -0.872530 -2.100526 1.418977 0.23 -0.10 -0.10
O -0.666468 0.090566 1.220240 0.46 1.59 -1.03
H 0.379485 0.175340 0.981241 -1.63 -0.28 1.10
C -1.117787 0.459884 -0.017414 -0.33 -0.32 0.55
C 1.137204 0.297979 -0.541597 0.32 0.80 -2.22
O -2.099994 0.032995 -0.567361 0.31 0.47 0.41
H 0.697660 -1.613266 2.245475 -0.04 -0.02 -0.22
C 0.177669 -1.861530 1.325566 0.52 -1.54 0.24
C -0.036548 1.311340 -0.617728 -0.23 0.12 0.55
H 0.745792 -2.351971 0.545964 -0.02 0.12 0.02
H -1.177064 1.341456 -2.140149 0.03 -0.02 -0.12
H 0.937560 -0.501298 -1.266980 0.13 -0.17 0.54
H 2.100173 0.762130 -0.778052 0.03 -0.25 0.60
O -0.370477 1.810427 -1.876084 0.25 -0.35 -0.06
```
Forces are in eV/Å.

The value obtained for the relative energy (zero: lowest compared OMol25 entry of this formula, charge and spin) is 617.5 kJ/mol. The value obtained for the LUMO energy (spin up / spin down) is -0.1 / -1.8 eV. Its net charge is 0. As for the strongest force on any atom: 2.38 eV/Å. Its multiplicity is 1. For the gap between HOMO and LUMO (spin up / spin down), the calculation gives 0.359 / 0.233 Ha.

---

[5]
Computed, not measured: a cluster of 2 separate species, C4H8O3 in total, with ωB97M-V with the def2-TZVPD basis set.

Structure (XYZ):
```
15
Properties=species:S:1:pos:R:3:forces:R:3
H -0.041851 1.055870 1.095233 -0.97 -0.33 0.00
H 1.031254 -1.371250 -1.832966 -0.02 0.04 0.03
O -1.778210 -1.377786 0.639399 -0.15 0.18 0.00
H -1.794613 -1.375387 1.604652 0.02 0.09 -0.08
H 1.461498 2.086344 0.334647 -0.11 -0.05 -0.01
H 2.710418 -0.642466 -1.562788 -0.05 0.10 0.05
C 1.658996 -0.673348 -1.295533 -0.33 -0.16 0.03
H -2.724556 -0.377886 -1.134047 0.13 0.00 0.12
H -0.251027 -0.264779 -0.267761 -0.71 -0.08 0.09
C 1.209400 0.099704 -0.337533 0.65 0.48 0.35
O -1.164883 0.779889 1.163009 0.55 0.19 0.14
H 1.875436 0.764916 1.552807 -0.14 -0.04 0.00
C 1.360156 1.048454 0.639414 0.26 -0.23 -0.38
O -2.169703 0.348686 -0.823585 -0.22 -0.05 0.04
C -1.382314 -0.100962 0.225051 1.10 -0.13 -0.37
```
Forces are in eV/Å.

The value obtained for the relative energy (zero: lowest compared OMol25 entry of this formula, charge and spin) is 427.9 kJ/mol. The value obtained for the LUMO energy is 0.3 eV. Its net charge is 0. As for the strongest force on any atom: 1.17 eV/Å. Its multiplicity is 1. Its structure (SMILES) is OC(O)O.C=C=C. For the gap between HOMO and LUMO, the calculation gives 0.355 Ha.

---

[6]
Computed, not measured: the molecule C4H8O3, with ωB97M-V with the def2-TZVPD basis set.

Structure (XYZ):
```
15
Properties=species:S:1:pos:R:3:forces:R:3
O -0.087286 0.285190 -1.612440 0.42 -0.38 -0.35
H 0.914554 -0.831210 1.511234 0.48 -0.62 0.21
H 2.229397 -1.343947 -0.509607 0.41 -0.18 -0.17
C 0.142194 1.236381 -0.611941 -0.64 0.74 -0.32
O -2.313164 0.288424 0.221862 -0.23 0.02 -0.21
H -2.371697 0.624442 -0.684210 -0.17 -0.04 0.17
H 1.494422 0.755204 1.113836 -0.29 -0.59 -0.28
C 0.021449 -0.195820 -0.262603 0.09 1.33 1.12
C 1.274768 -0.237208 0.669027 -0.11 -0.63 0.35
C -1.341267 -0.738864 0.187924 0.36 -0.04 0.21
H -0.600948 1.844972 -0.124817 -0.63 0.54 -0.89
H 1.152463 1.648023 -0.706556 -0.40 -0.04 0.32
H -1.278128 -1.157385 1.196398 0.02 0.18 -0.04
O 2.471117 -0.620440 0.075123 0.16 -0.61 -0.18
H -1.707881 -1.557765 -0.463229 0.53 0.33 0.04
```
Forces are in eV/Å.

The value obtained for the relative energy (zero: lowest compared OMol25 entry of this formula, charge and spin) is 422.5 kJ/mol. The value obtained for the LUMO energy is 0.8 eV. Its net charge is 0. As for the strongest force on any atom: 1.74 eV/Å. Its multiplicity is 1. Its structure (SMILES) is OCC1(CO)CO1. For the gap between HOMO and LUMO, the calculation gives 0.377 Ha.

---

[7]
Computed, not measured: the molecule C4H8O3, with ωB97M-V with the def2-TZVPD basis set.

Structure (XYZ):
```
15
Properties=species:S:1:pos:R:3:forces:R:3
C -1.410927 1.921846 -0.455383 1.28 0.54 0.43
C -0.331039 0.980166 -0.039536 0.54 -4.50 -1.23
H -1.926635 2.279935 0.401843 -0.68 0.39 0.79
H 1.538235 -1.912764 1.408905 0.19 1.24 0.44
H -2.090975 1.530780 -1.144797 -1.25 -0.99 -0.95
H 2.724245 -2.306622 0.292095 -1.00 1.09 -0.75
C 2.024744 -1.445775 0.544277 -0.24 -1.81 -0.63
H 2.649169 -0.558532 0.583245 -0.29 0.12 0.85
H -0.990516 2.809347 -0.968884 0.15 -0.53 0.43
O -0.385617 -0.063088 1.011485 -0.34 0.25 0.30
H 0.657702 1.276643 -0.104932 1.73 1.34 0.19
O 1.006227 -1.237170 -0.476865 1.82 -1.33 -0.56
H -2.073826 -1.199553 -0.148853 2.35 -0.21 -1.14
O -1.230433 -1.386138 -0.695497 -1.81 -0.45 0.80
C -0.160356 -0.689075 -0.207105 -2.46 4.86 1.03
```
Forces are in eV/Å.

The value obtained for the relative energy (zero: lowest compared OMol25 entry of this formula, charge and spin) is 364.0 kJ/mol. The value obtained for the LUMO energy is 0.9 eV. Its net charge is 0. As for the strongest force on any atom: 5.54 eV/Å. Its multiplicity is 1. Its structure (SMILES) is CO[C@@]1(O)O[C@@H]1C. For the gap between HOMO and LUMO, the calculation gives 0.345 Ha.

---

[8]
Computed, not measured: a cluster of 2 separate species, C4H8O3 in total, with ωB97M-V with the def2-TZVPD basis set.

Structure (XYZ):
```
15
Properties=species:S:1:pos:R:3:forces:R:3
H 3.111223 0.845078 1.367094 0.02 -0.06 0.08
H -0.674033 0.705081 0.967932 -0.03 -0.11 -0.14
O 0.402526 -1.725732 -0.686386 -0.08 0.49 0.08
O -1.850406 -0.922473 0.563194 -0.01 -0.18 -0.08
C 2.524522 -0.077004 1.204565 -0.22 -0.07 0.29
H -1.493212 -1.766634 0.244235 -0.04 0.01 0.10
H 1.055662 0.189778 -0.774213 -0.14 -0.13 -0.09
C 0.277464 -0.543587 -0.471503 -0.02 -0.33 -0.18
H -1.757359 0.300537 -1.875741 -0.04 0.12 0.10
H -0.921778 1.751541 -1.266345 -0.12 -0.10 0.05
O 1.539245 -0.323376 1.855402 0.58 0.18 -0.16
H -2.538508 1.324346 -0.652986 0.11 -0.02 -0.02
H 2.873602 -0.745264 0.393439 -0.04 0.00 0.15
C -1.581965 0.920991 -0.990067 -0.09 0.07 -0.08
C -0.966986 0.066722 0.121386 0.11 0.15 -0.10
```
Forces are in eV/Å.

The value obtained for the relative energy (zero: lowest compared OMol25 entry of this formula, charge and spin) is 227.1 kJ/mol. The value obtained for the LUMO energy is 0.4 eV. Its net charge is 0. As for the strongest force on any atom: 0.63 eV/Å. Its multiplicity is 1. Its structure (SMILES) is C[C@@H](O)C=O.C=O. For the gap between HOMO and LUMO, the calculation gives 0.391 Ha.

---

> Which formula does entry 3 have?

C4H8O2S